1.
Density functional theory data (wB97M-V/def2-TZVPD) for 2 unconnected molecules or ions with the total composition C6H12NO4.

Results
HOMO energy (spin up / spin down)   -2.60 / -2.60 eV
LUMO level (spin up / spin down)   3.79 / 3.79 eV
Gap between HOMO and LUMO (spin up / spin down)   6.39 / 6.39 eV
Relative energy (zero: lowest compared OMol25 entry of this formula, charge and spin)   79.0 kcal per mole
Charge   -1

Element x y z (Å)
C1 0.32578 0.27267 0.90273
C2 1.16151 0.07852 -0.12180
C3 -1.70100 -1.03354 0.28429
C4 -0.40848 1.55000 1.19476
C5 1.97420 -1.17760 -0.24368
C6 1.47348 1.12156 -1.15612
N1 -1.56329 -0.62670 -0.96751
O1 -2.33951 0.60053 -1.19142
O2 -0.60404 -0.85126 -1.76740
O3 -1.08652 -2.24138 0.57071
O4 -2.59814 -0.60128 1.04677
H1 0.27360 -0.47923 1.67825
H2 -0.88806 1.93588 0.29825
H3 0.27477 2.31634 1.57245
H4 -1.18053 1.37535 1.93825
H5 1.81191 -1.61979 -1.22244
H6 1.67999 -1.90301 0.51073
H7 3.03874 -0.95517 -0.12446
H8 0.74872 1.92864 -1.14033
H9 1.46118 0.66995 -2.14440
H10 2.46987 1.54146 -0.97165
H11 -1.48803 -2.52926 1.40116
H12 -2.83614 0.62731 -0.34715

Cartesian forces (eV/Å) of the 6 atoms listed first:
0.8 0.6 0.2
0.2 0.0 0.2
-1.1 -1.1 -0.1
0.2 0.0 0.0
-0.2 0.1 0.1
-0.1 -0.1 0.2

2.
Density functional theory data (wB97M-V/def2-TZVPD) for 2 unconnected molecules or ions with the total composition C5H14.

Results
HOMO energy   -10.98 eV
LUMO level   1.09 eV
SMILES   CCC.CC
Gap between HOMO and LUMO   12.08 eV
Relative energy (zero: lowest compared OMol25 entry of this formula, charge and spin)   19.4 kcal per mole

Element x y z (Å)
C1 -2.04522 -0.68740 -0.09900
C2 -1.12961 0.00385 -1.08263
C3 -1.64065 1.41872 -1.49398
H1 -1.51258 -1.38935 0.54728
H2 -2.86943 -1.25154 -0.53736
H3 -2.55904 0.00938 0.57064
H4 -0.14868 0.29083 -0.58686
H5 -0.74853 -0.55719 -1.93440
H6 -2.61212 1.74702 -1.12040
H7 -0.88595 2.09228 -1.06162
H8 -1.74507 1.54476 -2.56933
C4 2.58180 -0.75359 0.56841
C5 1.89912 -0.01624 1.72700
H9 3.13046 -0.05154 -0.00636
H10 3.17672 -1.56371 0.95460
H11 1.94450 -1.25921 -0.17999
H12 1.20854 -0.57464 2.36314
H13 1.37956 0.88314 1.36242
H14 2.57619 0.11442 2.57843

Cartesian forces (eV/Å) of the 6 atoms listed first:
-0.3 -0.7 0.5
1.3 1.8 0.7
0.4 0.0 -0.1
0.1 0.0 -0.1
0.1 0.0 -0.4
0.4 0.2 -0.1

3.
Density functional theory data (wB97M-V/def2-TZVPD) for a single C7H12 molecule.

Results
HOMO energy   -8.24 eV
LUMO level   0.76 eV
Gap between HOMO and LUMO   9.00 eV
Relative energy (zero: lowest compared OMol25 entry of this formula, charge and spin)   71.4 kcal per mole

Element x y z (Å)
C1 -2.08542 -0.40513 0.72672
C2 -1.30098 -0.30091 -0.57816
C3 0.63831 -0.05058 -1.66966
C4 1.40599 1.04184 -0.98953
C5 1.35206 0.89557 0.54592
C6 0.97256 -0.57926 0.72511
C7 0.15437 -0.89570 -0.54113
H1 -3.04913 0.10323 0.61083
H2 -2.28478 -1.44811 0.99478
H3 -1.56386 0.07006 1.56357
H4 -1.83608 -0.81481 -1.38086
H5 -1.27689 0.75740 -0.87871
H6 2.42343 0.84185 -1.37191
H7 1.15816 2.03592 -1.38036
H8 2.29940 1.15389 1.03041
H9 0.58263 1.55278 0.97089
H10 0.44987 -0.78782 1.66461
H11 1.87559 -1.20398 0.71835
H12 0.08476 -1.96623 -0.76085

Cartesian forces (eV/Å) of the 6 atoms listed first:
0.0 0.0 0.1
-0.1 0.1 -0.1
0.1 0.1 0.4
-0.1 0.0 -0.1
-0.1 0.0 0.0
0.0 0.0 0.0

4.
Density functional theory data (wB97M-V/def2-TZVPD) for a single C22H26N2O5 molecule.

Results
HOMO energy   -8.17 eV
LUMO level   0.73 eV
SMILES   CCOc1ccccc1N1C[C@H](C(=O)NCCOc2ccccc2OC)CC1=O
Gap between HOMO and LUMO   8.90 eV
Relative energy (zero: lowest compared OMol25 entry of this formula, charge and spin)   45.5 kcal per mole

Element x y z (Å)
C1 -1.07638 -1.22475 -3.01540
C2 -1.62550 0.18840 -2.85834
O1 -1.64799 0.62613 -1.51201
C3 -2.53704 0.08211 -0.63672
C4 -3.59425 -0.75046 -0.98486
C5 -4.43811 -1.26698 -0.01564
C6 -4.24670 -0.96030 1.31775
C7 -3.21817 -0.10748 1.67730
C8 -2.36849 0.42058 0.71818
N1 -1.33000 1.29211 1.10913
C9 -1.22045 2.62877 0.55605
C10 0.08295 3.18869 1.13965
C11 1.26902 3.12336 0.17941
O2 2.02765 4.05983 0.03122
N2 1.42894 1.94648 -0.45343
C12 2.62452 1.67511 -1.22023
C13 2.39661 0.48250 -2.14964
O3 1.77935 -0.60028 -1.49302
C14 2.40049 -1.17260 -0.40610
C15 3.76107 -1.14678 -0.16390
C16 4.28178 -1.75751 0.96851
C17 3.43967 -2.38885 1.85885
C18 2.07442 -2.43969 1.61826
C19 1.53953 -1.84454 0.48725
O4 0.22447 -1.85312 0.13863
C20 -0.67322 -2.55675 0.96725
C21 0.35851 2.29598 2.35712
C22 -0.49751 1.05703 2.15196
O5 -0.44284 0.03970 2.80710
H1 -1.77053 -1.96446 -2.62598
H2 -0.14384 -1.31237 -2.46461
H3 -0.89783 -1.43042 -4.06750
H4 -2.62122 0.28446 -3.31078
H5 -0.95968 0.90296 -3.35137
H6 -3.76878 -1.01051 -2.01652
H7 -5.24651 -1.91767 -0.31388
H8 -4.89782 -1.37072 2.07341
H9 -3.05679 0.14946 2.71223
H10 -2.08426 3.22765 0.87361
H11 -1.20850 2.59414 -0.53472
H12 -0.02612 4.23659 1.42451
H13 0.80479 1.16739 -0.29675
H14 2.87896 2.56705 -1.79885
H15 3.45643 1.46857 -0.53479
H16 1.68895 0.75007 -2.93860
H17 3.34506 0.18732 -2.61618
H18 4.42959 -0.65949 -0.85686
H19 5.34574 -1.72730 1.14633
H20 3.83709 -2.85124 2.74933
H21 1.43069 -2.92902 2.32993
H22 -1.64040 -2.49837 0.47062
H23 -0.74457 -2.08755 1.95212
H24 -0.37956 -3.60630 1.06939
H25 0.04842 2.77134 3.28986
H26 1.40834 2.02171 2.46170

Cartesian forces (eV/Å) of the 6 atoms listed first:
-0.1 0.3 0.2
0.1 -0.3 -0.5
-0.1 0.0 0.5
0.0 0.1 0.2
0.1 0.1 -0.2
0.0 0.0 0.1

5.
Density functional theory data (wB97M-V/def2-TZVPD) for a molecular structure, C12H19AlO4P.

Results
HOMO energy   -18.86 eV
LUMO level   -14.02 eV
Gap between HOMO and LUMO   4.84 eV
Relative energy (zero: lowest compared OMol25 entry of this formula, charge and spin)   91.2 kcal per mole
Charge   +3

Element x y z (Å)
Al1 0.12169 2.08170 0.27773
C1 0.19685 3.89875 1.55831
O1 0.32440 4.74222 2.33988
C2 0.10182 3.41403 -1.64415
O2 0.07764 4.48538 -2.09655
C3 -2.01296 1.82053 -0.57202
O3 -3.16648 1.80159 -0.81534
C4 2.22770 1.88701 -0.57025
O4 3.37755 1.98990 -0.79319
C5 0.04788 -0.66513 -3.70050
H1 0.96802 -1.18770 -3.41392
H2 -0.86070 -1.17590 -3.38709
C6 0.04668 0.50661 -4.35374
H3 -0.83680 1.09443 -4.05401
H4 0.96691 1.07386 -4.08701
C7 2.58208 -1.44433 0.23947
C8 1.11551 -1.79578 -0.01319
P1 -0.03225 -0.42052 0.37910
C9 -1.59235 -1.24148 0.25790
C10 -1.79057 -2.57244 1.03653
C11 0.24694 -0.16153 2.18081
C12 -0.96023 0.41164 2.93917
H5 2.95868 -0.67043 -0.45608
H6 3.21234 -2.34885 0.11355
H7 2.73756 -1.08032 1.27312
H8 0.95990 -2.10273 -1.05292
H9 0.83608 -2.64377 0.61581
H10 -2.39356 -0.54807 0.55145
H11 -1.76360 -1.46029 -0.81166
H12 -1.63899 -2.45471 2.12437
H13 -2.82213 -2.95831 0.90613
H14 -1.11823 -3.37255 0.68538
H15 0.57140 -1.12735 2.61127
H16 1.10893 0.53501 2.28466
H17 -1.76859 -0.33066 3.02843
H18 -0.64580 0.70576 3.95341
H19 -1.38330 1.31443 2.46514

Cartesian forces (eV/Å) of the 6 atoms listed first:
-0.3 -1.7 -2.1
0.8 3.6 3.9
-0.8 -4.3 -4.2
-0.2 6.0 -1.5
0.1 -5.7 1.9
-7.8 0.8 -1.0

6.
Density functional theory data (wB97M-V/def2-TZVPD) for a molecular structure, C22H32I2NO3P2Ru.

Results
HOMO energy (spin up / spin down)   -12.45 / -13.66 eV
LUMO level (spin up / spin down)   -6.12 / -10.03 eV
Gap between HOMO and LUMO (spin up / spin down)   6.33 / 3.63 eV
Relative energy (zero: lowest compared OMol25 entry of this formula, charge and spin)   51.0 kcal per mole
Multiplicity   6
Charge   +2

Element x y z (Å)
I1 0.11081 1.18577 -6.47024
I2 1.37545 0.48610 -4.32058
Ru1 -0.63567 0.82926 -1.51477
P1 -0.65785 -1.44661 -2.69946
C1 -1.42831 -2.39121 -1.34911
C2 -1.51825 -2.22814 -4.14482
H1 -1.22132 -3.28786 -4.18615
H2 0.53740 -3.47200 -3.14825
H3 -1.25432 -1.77165 -5.10006
H4 1.46987 -2.09701 -3.70990
H5 -2.42519 -1.98983 -1.13225
H6 -2.60755 -2.22933 -4.03104
C3 0.84315 -2.45599 -2.90345
H7 -1.48931 -3.45180 -1.62522
H8 1.38953 -2.47788 -1.97082
H9 -0.78618 -2.24757 -0.46714
P2 -0.52009 3.04645 -2.63928
C4 -0.25910 3.95541 -1.08321
C5 0.80259 3.87735 -3.64219
H10 -2.04131 3.80941 -4.42249
H11 -1.50548 5.16042 -3.42522
H12 -2.78245 4.07021 -2.81520
C6 -1.85163 4.11578 -3.38682
H13 0.88110 3.43305 -4.63964
H14 0.57043 4.94559 -3.77476
H15 0.05158 4.98273 -1.31578
H16 0.52360 3.41379 -0.54114
H17 1.75631 3.77720 -3.12104
H18 -1.18403 3.96329 -0.49776
C7 -1.87827 1.17166 -0.29463
O1 -2.58747 1.46552 0.60627
C8 0.54617 -4.26196 3.00561
C9 -0.44068 -3.13219 2.91315
C10 -1.68554 -3.30955 2.35046
C11 -2.60925 -2.27512 2.24774
C12 -2.20596 -0.99145 2.58281
C13 -0.88542 -0.76420 2.97091
N1 -0.38165 0.53537 3.00226
C14 0.83899 1.05081 2.59621
C15 1.17202 2.37533 2.97151
C16 2.40661 2.91154 2.56969
C17 3.36634 2.14916 1.87909
C18 2.99042 0.88397 1.45350
C19 1.76761 0.33824 1.83077
C20 1.40342 -0.94103 1.11968
O2 2.23062 -1.90173 1.25651
O3 0.34564 -0.87616 0.41784
C21 -0.07521 -1.85290 3.36209
C22 1.15246 -1.63286 4.18140
H19 1.47461 -3.99499 2.47734
H20 0.80869 -4.50138 4.04655
H21 0.12027 -5.15383 2.52991
H22 -1.97123 -4.31147 2.00668
H23 -3.63378 -2.45054 1.91162
H24 -2.90903 -0.15001 2.50153
H25 -1.05428 1.23727 3.31415
H26 0.45443 2.89576 3.61198
H27 2.62237 3.91243 2.88369
H28 4.37883 2.51958 1.66556
H29 3.65321 0.24766 0.87988
H30 2.05652 -1.80780 3.58414
H31 1.20274 -0.61538 4.57460
H32 1.18200 -2.27468 5.06731

Cartesian forces (eV/Å) of the 6 atoms listed first:
-0.4 0.3 -0.6
1.1 0.2 -0.1
2.1 -0.8 -2.6
-0.9 -1.6 0.1
-0.1 -0.3 0.3
-0.5 0.3 -0.1

7.
Density functional theory data (wB97M-V/def2-TZVPD) for a molecular structure, C6H8Li2O6.

Results
HOMO energy   -7.30 eV
LUMO level   -1.98 eV
Gap between HOMO and LUMO   5.32 eV
Relative energy (zero: lowest compared OMol25 entry of this formula, charge and spin)   91.9 kcal per mole

Element x y z (Å)
O1 -1.70136 -1.13627 -1.03907
C1 -0.90735 0.53436 -0.46791
C2 -2.95231 -1.06472 -0.41888
O2 -0.34161 1.11847 -1.41938
O3 -2.09847 1.15559 -0.10717
C3 -3.30112 0.43188 -0.31485
Li1 3.82902 -1.79083 -0.75576
H1 -2.91399 -1.47834 0.60967
H2 -3.71410 -1.61527 -0.99337
H3 -3.96602 0.63203 0.53722
H4 -3.75624 0.77536 -1.25081
O4 -0.57743 -0.30032 1.75256
C4 0.00565 0.20802 0.78259
C5 2.99985 0.08881 0.01162
O5 2.10107 -0.79280 -0.59743
O6 0.97051 1.13158 1.17627
C6 2.27711 0.59505 1.23331
Li2 1.58093 0.34066 -2.05893
H5 3.56252 0.75252 -0.66202
H6 3.84406 -0.54076 0.35843
H7 2.91547 1.28145 1.80604
H8 2.14380 -0.32647 1.81786

Cartesian forces (eV/Å) of the 6 atoms listed first:
0.7 1.7 0.9
-0.3 -0.3 -1.9
0.9 0.3 0.3
1.7 -0.8 -0.8
0.3 -0.6 0.8
-0.2 -0.5 0.0

8.
Density functional theory data (wB97M-V/def2-TZVPD) for 2 unconnected molecules or ions with the total composition C2H8N2O2.

Results
HOMO energy (spin up / spin down)   -15.15 / -15.15 eV
LUMO level (spin up / spin down)   -3.44 / -8.79 eV
Gap between HOMO and LUMO (spin up / spin down)   11.71 / 6.36 eV
Relative energy (zero: lowest compared OMol25 entry of this formula, charge and spin)   23.4 kcal per mole
Multiplicity   2
Charge   +1

Element x y z (Å)
N1 -1.15084 1.08608 0.92668
C1 -1.36026 -0.31529 0.67663
N2 -2.30633 -0.59305 -0.38139
H1 -1.82932 1.81491 0.64770
H2 -0.21539 1.45052 0.66245
H3 -1.58463 -0.90410 1.57479
H4 -0.37257 -0.69618 0.40252
H5 -2.11099 0.00726 -1.18585
H6 -3.25002 -0.27258 -0.14065
O1 1.67205 1.05438 -0.62102
C2 1.66437 -0.12396 -0.78422
O2 1.94849 -1.00924 0.18418
H7 1.38904 -0.66572 -1.69980
H8 1.54712 -1.86464 -0.03494

Cartesian forces (eV/Å) of the 6 atoms listed first:
0.4 1.1 -1.5
0.3 -1.3 0.2
-0.2 2.2 0.2
-0.3 -0.7 0.6
0.0 -0.3 0.5
-0.4 0.5 0.1